Record 1
{"formula": "C5H7N", "method": "ωB97M-V/def2-TZVPD", "de_lowest_kj_mol": 247.1, "total_energy_ev": -6785.95119, "orbital_gap_ev": 10.59, "homo_energy_ev": -9.400, "multiplicity": 1, "e_lumo_ev": 1.2, "symbols": ["C", "C", "C", "C", "C", "N", "H", "H", "H", "H", "H", "H", "H"], "coordinates": [[1.2795, -0.4291, -0.3492], [0.4217, 0.2987, 0.7359], [-0.0962, 1.1739, -0.3829], [0.5567, 0.4720, -1.3005], [-1.6238, -0.7737, 0.7764], [-0.4946, -0.6276, 1.3241], [1.1105, -1.5003, -0.4516], [2.3521, -0.2547, -0.2814], [0.9930, 0.7847, 1.5217], [-0.8111, 1.9820, -0.4315], [0.6393, 0.6044, -2.3529], [-2.2017, -1.6034, 1.1406], [-2.1254, -0.1268, 0.0512]]}

---

Record 2
{"formula": "C5H7N", "method": "ωB97M-V/def2-TZVPD", "de_lowest_kj_mol": 265.8, "total_energy_ev": -6785.75752, "orbital_gap_ev": 10.27, "homo_energy_ev": -9.130, "multiplicity": 1, "e_lumo_ev": 1.1, "symbols": ["C", "C", "C", "C", "N", "C", "H", "H", "H", "H", "H", "H", "H"], "coordinates": [[0.4896, -1.0957, 0.2420], [0.5021, -0.0415, -0.8773], [0.6864, 1.2772, -0.1316], [-0.1669, 1.1463, 0.8821], [-1.0439, -0.0571, -0.8426], [-0.7415, -0.2474, 0.6352], [1.3428, -1.2076, 0.9205], [0.1921, -2.0685, -0.1693], [1.0779, -0.1936, -1.7934], [1.2093, 2.1515, -0.4997], [-0.5949, 1.8988, 1.5326], [-1.4412, -0.9287, -1.2037], [-1.5117, -0.6336, 1.3051]]}

---

Record 3
{"formula": "C5H7N", "method": "ωB97M-V/def2-TZVPD", "de_lowest_kj_mol": 257.9, "total_energy_ev": -6785.84014, "orbital_gap_ev": 9.10, "smiles": "C/C=C/C=C=N", "homo_energy_ev": -8.117, "multiplicity": 1, "e_lumo_ev": 1.0, "symbols": ["C", "C", "C", "C", "C", "N", "H", "H", "H", "H", "H", "H", "H"], "coordinates": [[2.5127, 0.1427, 0.0540], [0.0824, 0.0973, 0.0396], [1.4373, 0.8831, 0.0765], [-1.2111, 0.5223, 0.1503], [-2.3330, -0.4741, 0.1000], [3.4478, -0.5985, 0.2044], [0.3012, -0.9690, 0.0586], [1.4094, 1.9301, 0.0328], [-1.6094, 1.6260, 0.0842], [-3.3256, -0.1700, 0.6785], [-1.9476, -1.4934, 0.1993], [-2.6768, -0.5176, -0.9535], [3.9128, -0.9789, -0.7245]]}

---

Record 4
{"formula": "C5H7N", "method": "ωB97M-V/def2-TZVPD", "de_lowest_kj_mol": 415.4, "total_energy_ev": -6784.20742, "orbital_gap_ev": 10.32, "smiles": "C1[C@H]2CN3[C@H]2[C@H]13", "homo_energy_ev": -9.218, "multiplicity": 1, "e_lumo_ev": 1.1, "symbols": ["C", "C", "C", "C", "C", "N", "H", "H", "H", "H", "H", "H", "H"], "coordinates": [[-0.5905, 1.1625, -0.2054], [-1.1010, 0.0579, 0.6566], [-0.5908, -1.0253, -0.1790], [0.3985, -0.0487, -0.8228], [1.2713, -0.2359, 0.3673], [0.0854, -0.7714, 1.1158], [-0.2098, 2.0430, 0.3412], [-0.7584, 1.2505, -1.2548], [-1.9294, 0.0043, 1.3591], [-1.0503, -1.9544, -0.4854], [0.7360, -0.1444, -1.8733], [1.7319, 0.6869, 0.7368], [2.0072, -1.0252, 0.2440]]}

---

Record 5
{"formula": "C5H7N", "method": "ωB97M-V/def2-TZVPD", "de_lowest_kj_mol": 5.7, "total_energy_ev": -6788.45315, "orbital_gap_ev": 9.22, "smiles": "Cc1cc[nH]c1", "homo_energy_ev": -8.138, "multiplicity": 1, "e_lumo_ev": 1.1, "symbols": ["C", "C", "C", "N", "C", "C", "H", "H", "H", "H", "H", "H", "H"], "coordinates": [[-1.1822, -1.5254, 0.3181], [-0.2705, -0.3584, 0.0772], [-0.5348, 0.9524, 0.3893], [0.5423, 1.7135, 0.0123], [1.5000, 0.9067, -0.5397], [1.0281, -0.3813, -0.5161], [-0.6633, -2.3409, 0.8344], [-2.0351, -1.2310, 0.9389], [-1.5800, -1.9331, -0.6189], [-1.4044, 1.3983, 0.8537], [0.6081, 2.7127, 0.1071], [2.4379, 1.3137, -0.8919], [1.5531, -1.2549, -0.8828]]}

---

Record 6
{"formula": "C5H7N", "method": "ωB97M-V/def2-TZVPD", "de_lowest_kj_mol": 171.0, "total_energy_ev": -6786.73984, "orbital_gap_ev": 10.19, "smiles": "C1=C[C@H]2N[C@H]2C1", "homo_energy_ev": -9.018, "multiplicity": 1, "e_lumo_ev": 1.2, "symbols": ["C", "C", "C", "C", "N", "C", "H", "H", "H", "H", "H", "H", "H"], "coordinates": [[-0.3552, 1.1506, -0.2862], [-0.8089, 0.4608, 0.9901], [-0.0313, -0.5878, 1.2719], [0.8106, -0.9321, 0.0813], [0.1669, -1.1716, -1.2126], [0.6234, 0.1642, -0.9200], [0.1769, 2.0717, -0.0051], [-1.1591, 1.4371, -0.9718], [-1.7119, 0.7257, 1.5334], [-0.0360, -1.1724, 2.1921], [1.7731, -1.4166, 0.2152], [-0.8438, -1.2220, -1.2790], [1.3954, 0.4923, -1.6093]]}

---

Record 7
{"formula": "C5H7N", "method": "ωB97M-V/def2-TZVPD", "de_lowest_kj_mol": 469.0, "total_energy_ev": -6783.65187, "orbital_gap_ev": [8.04, 8.00], "homo_energy_ev": [-8.482, -8.447], "multiplicity": 1, "e_lumo_ev": [-0.4, -0.4], "symbols": ["C", "C", "C", "C", "C", "N", "H", "H", "H", "H", "H", "H", "H"], "coordinates": [[1.6664, -0.0589, -0.0094], [0.5526, -0.9610, 0.1904], [0.5030, 0.9947, -0.3719], [-0.4386, 0.1282, 0.4399], [-1.8828, -0.1910, 0.0937], [2.9026, -0.0926, 0.1073], [0.1155, -1.5588, -0.6561], [0.1858, 1.2355, -1.3807], [-0.4049, 0.6615, 1.5131], [-2.3820, 0.7347, -0.0254], [-2.2405, -0.6959, 1.0387], [-2.0295, -0.8719, -0.6842], [3.4523, 0.6754, -0.2554]]}

---

Record 8
{"formula": "C5H7N", "method": "ωB97M-V/def2-TZVPD", "de_lowest_kj_mol": 334.5, "total_energy_ev": -6785.04588, "orbital_gap_ev": 9.98, "smiles": "C#CC.CC#N", "homo_energy_ev": -9.288, "multiplicity": 1, "e_lumo_ev": 0.7, "symbols": ["C", "C", "C", "C", "C", "N", "H", "H", "H", "H", "H", "H", "H"], "coordinates": [[0.9802, -1.9518, 0.1053], [1.4748, -0.8394, 0.0306], [2.0181, 0.5101, -0.1370], [-1.8247, -0.5746, -0.1121], [-2.0389, 0.9114, 0.1197], [-1.5461, -1.6814, -0.1359], [0.7087, -2.8881, 0.1866], [1.7779, 0.8882, -1.0940], [1.3908, 1.2664, 0.5451], [3.1281, 0.5101, 0.0589], [-3.0690, 1.2874, 0.2329], [-1.7128, 1.5762, -0.6568], [-1.2871, 0.9856, 0.8566]]}

---

Record 9
{"formula": "C5H7N", "method": "ωB97M-V/def2-TZVPD", "de_lowest_kj_mol": 248.6, "total_energy_ev": -6785.93605, "orbital_gap_ev": 11.20, "smiles": "N#CCC1CC1", "homo_energy_ev": -10.231, "multiplicity": 1, "e_lumo_ev": 1.0, "symbols": ["N", "C", "C", "C", "C", "C", "H", "H", "H", "H", "H", "H", "H"], "coordinates": [[2.2753, 1.2537, 1.3216], [2.0140, 0.5923, 0.4045], [1.2336, -0.1723, -0.5593], [-0.0509, 0.1837, 0.2564], [-1.1533, -0.8280, 0.4124], [-1.3662, 0.3866, -0.4462], [1.5082, -1.2390, -0.5955], [1.2895, 0.2372, -1.5807], [0.4082, 0.8559, 1.1238], [-1.6411, -0.8860, 1.3790], [-1.0790, -1.7876, -0.1024], [-1.4303, 0.2186, -1.5231], [-2.0081, 1.1848, -0.0904]]}

---

Record 10
{"formula": "C5H7N", "method": "ωB97M-V/def2-TZVPD", "de_lowest_kj_mol": 169.0, "total_energy_ev": -6786.76097, "orbital_gap_ev": 10.04, "smiles": "C1=C[C@@H]2N[C@@H]2C1", "homo_energy_ev": -8.890, "multiplicity": 1, "e_lumo_ev": 1.1, "symbols": ["C", "C", "C", "C", "N", "C", "H", "H", "H", "H", "H", "H", "H"], "coordinates": [[-0.1594, -0.0676, 1.2202], [0.9388, -0.8466, 0.5254], [-1.0544, 0.3610, 0.0599], [-0.3201, 0.0939, -1.2007], [-0.5513, 1.4709, -0.7562], [0.9087, -0.6579, -0.7953], [-0.6734, -0.5989, 2.0266], [0.2740, 0.8341, 1.6818], [1.6567, -1.4559, 1.0631], [-2.1256, 0.1885, 0.1361], [-0.8258, -0.1578, -2.1282], [0.2891, 1.8537, -0.3231], [1.6425, -1.0173, -1.5096]]}

---

Record 11
{"formula": "C5H7N", "method": "ωB97M-V/def2-TZVPD", "de_lowest_kj_mol": 338.9, "total_energy_ev": -6785.00029, "orbital_gap_ev": 9.92, "smiles": "CC=C=N.C#C", "homo_energy_ev": -9.062, "multiplicity": 1, "e_lumo_ev": 0.9, "symbols": ["C", "C", "C", "C", "C", "N", "H", "H", "H", "H", "H", "H", "H"], "coordinates": [[-2.3014, -0.0352, 1.4177], [0.0108, 0.6817, 0.8405], [-0.8001, -0.0628, 1.5495], [2.6779, -1.1887, -3.1078], [2.1694, -0.4567, -2.2990], [0.7797, 1.3062, 0.1047], [-2.7707, 0.3250, 2.3402], [-2.6171, 0.6160, 0.5982], [-2.6888, -1.0402, 1.2190], [-0.3434, -0.7282, 2.2777], [3.1309, -1.8373, -3.8252], [1.7117, 0.1923, -1.5724], [1.0410, 2.2278, 0.4569]]}

---

Record 12
{"formula": "C5H7N", "method": "ωB97M-V/def2-TZVPD", "de_lowest_kj_mol": 455.2, "total_energy_ev": -6783.79434, "orbital_gap_ev": 8.63, "homo_energy_ev": -8.637, "multiplicity": 1, "e_lumo_ev": 0.0, "symbols": ["C", "C", "C", "N", "C", "C", "H", "H", "H", "H", "H", "H", "H"], "coordinates": [[-1.3281, -0.1087, -0.3561], [-0.8629, -1.3912, 0.2194], [0.3750, -1.0080, 0.9387], [0.8065, 0.3925, 0.7129], [-0.2327, 1.0159, -0.0898], [1.1000, 0.7113, -0.6840], [-2.3653, 0.0442, -0.0124], [0.1068, -1.1263, 2.0050], [1.1930, -1.7196, 0.7730], [-0.5237, 2.0436, 0.1503], [-1.4362, -0.1566, -1.4350], [1.8722, 1.4682, -0.8373], [1.1414, -0.1022, -1.4101]]}